DFT (wB97M-V/def2-TZVPD) results for an isolated molecule of C7H8O at a distorted geometry.

```
16
Properties=species:S:1:pos:R:3:forces:R:3
C -2.22334 -0.22095 -0.15322 1.2216 0.3536 0.1793
C -1.45915 0.90160 -0.17581 -2.3235 0.0857 0.2947
C -0.11517 0.52931 0.22092 0.4523 -1.0048 0.6948
C 1.20395 0.95486 -0.29756 1.6356 0.4603 0.3341
C 2.00545 -0.33472 0.04217 -0.3795 0.2690 -0.3195
O 1.10044 -1.45703 -0.25797 1.6012 0.3977 0.7903
C -0.09025 -0.97033 0.00037 -3.1974 0.3492 0.4384
C -1.38592 -1.41790 -0.03189 0.0469 -0.8676 0.0457
H -3.29166 -0.20224 -0.12398 -0.4539 -0.1870 -0.2525
H -1.94407 1.86404 -0.12771 0.3958 0.3102 0.0445
H -0.07136 0.63880 1.35466 -0.1076 -0.1087 -1.0033
H 1.26642 1.18115 -1.38515 -0.2021 -0.0714 0.7921
H 1.55640 1.79678 0.34530 0.1641 -0.4110 -0.9822
H 2.89857 -0.46361 -0.48848 1.0281 -0.2911 -1.4886
H 2.39316 -0.36983 1.05019 -0.7713 -0.0719 0.8291
H -1.84347 -2.42993 0.02816 0.8896 0.7877 -0.3970
```
Positions in Å, forces in eV/Å.

HOMO (eV): -7.582
Orbital gap (eV): 8.530
Molecular weight (g mol⁻¹): 108.14
ΔE to the lowest compared entry with this formula, charge and spin (kcal per mole): 52.47
SMILES string: C1=C[C@@H]2CCOC2=C1

Results of the natural (NBO) charge analysis, in e, for atoms 1 through 5: atom 1 (C): -0.1690, atom 2 (C): -0.2586, atom 3 (C): -0.3345, atom 4 (C): -0.4199, atom 5 (C): -0.0752

***

DFT (wB97M-V/def2-TZVPD) results for an isolated molecule of C19H23N5O2 at a distorted geometry.

```
49
Properties=species:S:1:pos:R:3:forces:R:3
C 0.80525 4.53804 1.11338 -0.3470 -0.2702 0.6293
C 0.98875 3.32400 2.00922 -0.0573 2.8263 -0.3712
N 1.21779 3.53373 3.31580 -0.2081 -0.8022 -0.0159
C 1.15963 2.44574 4.08835 -0.0807 -1.6748 -0.9030
C 0.84433 1.13953 3.62959 0.4294 1.9600 -0.0768
C 0.78452 -0.00218 4.56043 3.2389 1.1035 1.2067
O 1.55267 -1.07802 4.07603 -0.3541 -1.7289 -0.4907
C 0.62741 1.00104 2.24903 -1.1788 -0.7217 0.8194
C 0.08477 -0.00028 1.38250 0.0391 -0.5735 0.7178
N -0.46104 -1.23588 1.85092 3.5630 0.7205 1.5152
C -1.54469 -1.85875 1.47830 -3.0347 -0.6031 1.0958
C -2.39212 -2.52520 2.41619 -1.2242 -0.9288 -1.7113
N -3.62465 -3.01660 2.14797 2.4587 1.0672 -0.7928
C -4.06651 -2.70221 0.90198 4.2266 2.2361 1.8084
C -3.26316 -1.85357 0.09749 -3.6684 -2.2913 -2.5258
N -2.01100 -1.62432 0.28650 0.6941 1.1705 -0.8354
C 0.13573 0.54338 0.13100 -0.9486 -1.9625 -0.6039
N -0.17631 -0.07024 -1.04054 -0.1789 1.0062 -0.2188
C 0.52933 0.12650 -2.30148 -1.6687 1.0394 0.0529
C -0.53320 0.03918 -3.41451 -0.4579 -0.7770 1.5920
C -0.11908 -0.17174 -4.81762 1.7098 -1.2288 -0.1654
C 0.86611 -1.37113 -4.92440 -1.2441 0.0907 -0.1047
C 1.95736 -1.23180 -3.87096 1.8574 1.6690 -0.8134
C 1.51851 -0.92979 -2.39880 1.9674 -2.0754 -1.2438
O 0.45780 1.84473 0.14630 0.4913 0.5203 0.0164
C 0.74941 2.12213 1.46618 0.3745 -0.9280 -0.0516
H -0.00655 4.27700 0.39591 0.4966 0.5586 0.4506
H 0.49832 5.35922 1.82397 0.5806 -0.5121 -1.2574
H 1.72700 4.69635 0.52724 -0.4108 0.4773 0.3570
H 1.35683 2.49549 5.14566 0.1187 0.6073 0.2863
H 1.17330 0.21275 5.58381 -0.1002 0.6479 -0.6104
H -0.18805 -0.25239 4.78335 -2.3555 -1.5054 -0.1118
H 2.48999 -0.89873 3.89835 -0.6713 0.5809 0.2728
H -0.13036 -1.50222 2.77631 0.3214 0.1727 -0.4174
H -2.03853 -2.71285 3.36468 0.8000 -0.3428 2.1354
H -5.03834 -2.91198 0.86675 -3.8416 -0.6642 -1.4545
H -3.66826 -1.53042 -0.90427 0.3200 -0.3083 1.0999
H -0.66284 -0.96211 -0.96593 0.0766 0.4493 0.4248
H 1.02879 1.09706 -2.23534 -0.1589 0.0813 -0.3649
H -1.13377 0.92178 -3.34560 -0.7382 0.4194 0.1915
H -1.11182 -0.84528 -3.09484 -0.3191 0.3304 -0.1371
H -0.96526 -0.41682 -5.43647 -0.3936 0.5326 -0.3904
H 0.40662 0.72247 -5.08639 0.1515 0.6196 -0.9590
H 0.25377 -2.27681 -4.75503 0.2915 0.1186 0.0829
H 1.24335 -1.47409 -5.98081 0.0011 0.2057 1.1606
H 2.59088 -2.12064 -3.93879 0.1261 0.1709 0.3461
H 2.59645 -0.34928 -4.26555 -0.6571 -1.2382 0.7622
H 1.17110 -1.90368 -2.02458 -0.3696 0.3422 0.1883
H 2.31974 -0.61111 -1.71130 0.3328 -0.5869 -0.5846
```
Positions in Å, forces in eV/Å.

HOMO (eV): -7.176
Orbital gap (eV): 7.687
Molecular weight (g mol⁻¹): 353.43
ΔE to the lowest compared entry with this formula, charge and spin (kcal per mole): 110.65
SMILES string: Cc1ncc(CO)c2c(Nc3cnccn3)c(NC3CCCCC3)oc12

Results of the natural (NBO) charge analysis, in e, for atoms 1 through 5: atom 1 (C): -0.6494, atom 2 (C): 0.1990, atom 3 (N): -0.4512, atom 4 (C): 0.0617, atom 5 (C): -0.1597

***

DFT (wB97M-V/def2-TZVPD) results for a cluster of 2 separate species, HN2O2S in total at a distorted geometry.

```
6
Properties=species:S:1:pos:R:3:forces:R:3
N -0.18674 0.28069 0.00169 -1.2629 2.1061 -1.4228
N -0.71535 2.04766 -2.20665 -3.4610 0.6775 1.7702
O -1.69309 2.35182 -1.84481 3.5586 -1.0615 -1.3150
O -0.53803 1.01804 1.00557 -0.8989 1.5140 -1.7420
S -0.25105 1.01270 2.55648 0.5558 -0.7746 1.5353
H 0.22115 -0.54433 0.29857 1.5085 -2.4615 1.1743
```
Positions in Å, forces in eV/Å.

HOMO (spin up / spin down) (eV): -13.485 / -13.227
Orbital gap (spin up / spin down) (eV): 4.310 / 4.061
Molecular weight (g mol⁻¹): 93.09
Net charge: +1
ΔE to the lowest compared entry with this formula, charge and spin (kcal per mole): 158.48

Results of the natural (NBO) charge analysis, in e, for atoms 1 through 5: atom 1 (N): -0.2314, atom 2 (N): 0.7512, atom 3 (O): 0.1665, atom 4 (O): -0.4189, atom 5 (S): 0.4103

***

DFT (wB97M-V/def2-TZVPD) results for a cluster of 2 separate species, C5H10O2 in total at a distorted geometry.

```
17
Properties=species:S:1:pos:R:3:forces:R:3
C -2.02839 -0.52337 0.93505 -0.1180 -0.1126 0.1120
C -1.03905 0.32677 0.20886 -0.0059 0.4251 0.5539
O -1.15141 1.53567 0.20246 0.2055 -0.5440 0.5696
C 0.18183 -0.43535 -0.32315 -0.1970 0.1120 -0.0890
C 1.43518 0.35954 -0.69325 0.0146 0.1075 -0.0441
C 2.02276 -0.25055 0.58577 0.3828 0.0852 0.0533
O 0.80688 -0.97114 0.86539 0.0268 -0.2092 0.1008
H -2.97501 0.01314 1.00780 0.1026 -0.1193 0.0595
H -2.15968 -1.50905 0.48263 0.0264 0.0986 0.0528
H -1.59550 -0.65732 1.92961 -0.2058 -0.1528 0.0543
H -0.09490 -1.23980 -1.02194 -0.1115 0.2532 0.1459
H 1.91620 0.05752 -1.62671 -0.1260 0.0411 0.1841
H 1.29590 1.44142 -0.68156 0.0111 -0.1502 0.0366
H 2.26726 0.46115 1.38191 -0.0518 -0.1264 -0.0845
H 2.85647 -0.94580 0.44436 -0.0604 0.1226 0.0064
H -0.88142 0.89560 -2.11426 0.0620 0.5905 -0.3210
H -0.85714 1.44159 -1.58296 0.0446 -0.4214 -1.3906
```
Positions in Å, forces in eV/Å.

HOMO (eV): -9.504
Orbital gap (eV): 10.465
Molecular weight (g mol⁻¹): 102.13
ΔE to the lowest compared entry with this formula, charge and spin (kcal per mole): 82.16
SMILES string: CC(=O)[C@H]1CCO1.[H][H]

Results of the natural (NBO) charge analysis, in e, for atoms 1 through 5: atom 1 (C): -0.7262, atom 2 (C): 0.6204, atom 3 (O): -0.5584, atom 4 (C): -0.0019, atom 5 (C): -0.4546

***

DFT (wB97M-V/def2-TZVPD) results for a structure of composition C56H71AsHfN3P2SbSe3 at a distorted geometry.

```
138
Properties=species:S:1:pos:R:3:forces:R:3
Hf -0.08143 -0.33723 -0.06938 0.4226 0.1287 1.0886
Se 0.60893 -2.50477 5.73454 0.0110 0.0030 0.0025
P -1.22038 -1.52078 5.47865 0.0468 0.0444 -0.2908
C -1.42991 -0.03913 6.49883 0.0815 0.1655 0.1250
C -0.28582 0.59389 6.98367 -0.0949 0.0413 0.1325
C -0.39714 1.75003 7.74745 -0.0045 -0.0567 0.0060
C -1.65225 2.27003 8.03838 0.0064 -0.0308 0.0220
C -2.79706 1.62854 7.57569 0.0474 -0.0738 -0.0563
C -2.69158 0.47252 6.80893 0.0586 0.1569 -0.0265
C -2.70748 -2.50847 5.71273 -0.0533 -0.1266 0.1180
C -2.59969 -3.55322 6.63183 -0.1078 -0.0386 -0.0563
C -3.71977 -4.30669 6.96218 0.0572 0.0329 -0.0057
C -4.94468 -4.02160 6.37598 -0.0024 -0.0030 0.0038
C -5.05527 -2.98064 5.46077 0.0149 0.0212 0.0066
C -3.94338 -2.22088 5.12878 -0.0426 -0.0384 0.0972
C -1.30737 -0.87143 3.75634 -0.4858 -0.6321 0.1134
C -0.52504 0.04294 3.08486 0.2107 0.2940 -0.0611
N -0.99706 0.06593 1.81789 0.2271 -0.1834 -0.5787
N -1.96749 -0.83788 1.69239 0.1265 -0.1798 0.2887
N -2.17323 -1.41089 2.83754 0.1246 0.1600 0.2066
P 0.89654 1.11836 3.28903 -0.1529 0.2931 -0.0594
Se 1.62301 1.45944 1.22864 -0.3917 -0.4059 -0.4928
C 2.24254 0.46120 4.22838 0.1147 -0.0846 0.1401
C 2.61407 1.05309 5.43551 0.0735 -0.0432 -0.0142
C 3.67447 0.52032 6.15236 0.0115 -0.0250 0.0226
C 4.34847 -0.59353 5.66932 -0.0100 -0.0241 -0.0321
C 3.98129 -1.17353 4.45695 -0.0149 -0.0168 0.0054
C 2.93177 -0.64535 3.72794 0.0802 -0.0454 0.0447
C 0.31307 2.64002 4.00694 -0.0212 0.1884 0.0896
C 1.19540 3.72514 4.08475 -0.1159 0.0127 -0.0364
C 0.77140 4.90678 4.66894 0.0317 -0.0278 0.0037
C -0.52377 5.00751 5.17200 -0.0133 0.0189 0.0172
C -1.40050 3.93569 5.08422 -0.0173 -0.0304 -0.0635
C -0.98690 2.74403 4.50045 0.0368 0.1184 -0.0600
H 0.68305 0.14905 6.78657 -0.0919 -0.0002 0.0503
H 0.49473 2.23385 8.13580 -0.0975 -0.0571 -0.0465
H -1.74168 3.16555 8.64578 0.0070 -0.1034 -0.0618
H -3.77638 2.01737 7.82808 0.0405 -0.0210 -0.0078
H -3.58959 -0.03129 6.47059 0.0459 0.0204 0.0382
H -1.63801 -3.77819 7.07860 -0.0410 -0.0014 -0.0288
H -3.63164 -5.11711 7.67710 -0.0020 0.0744 -0.0692
H -5.81800 -4.61147 6.63158 0.0713 0.0483 -0.0228
H -6.01363 -2.75898 5.00522 0.0697 -0.0181 0.0231
H -4.04400 -1.41697 4.41344 -0.0017 -0.0150 0.0030
H 2.07967 1.91365 5.81782 0.0267 -0.0425 -0.0264
H 3.96975 0.97239 7.09232 -0.0170 -0.0447 -0.0773
H 5.16657 -1.01439 6.24270 -0.0477 0.0299 -0.0574
H 4.50621 -2.04836 4.08938 -0.0245 0.0902 0.0407
H 2.63495 -1.09706 2.78546 0.0248 0.0391 0.0864
H 2.20175 3.64615 3.68416 -0.0532 0.0031 0.0473
H 1.44932 5.74992 4.73549 -0.0572 -0.0667 -0.0085
H -0.84854 5.93172 5.63780 0.0289 -0.0721 -0.0592
H -2.40760 4.01863 5.47770 0.1027 -0.0115 -0.0416
H -1.67047 1.90437 4.44481 0.0403 0.0631 0.0246
C 2.64843 -6.46939 -3.37148 0.0015 0.1439 0.1225
C 2.22628 -5.43869 -2.35045 0.1167 -0.1123 -0.0655
C 1.06403 -4.69360 -2.51490 -0.1182 0.0235 -0.0455
C 0.64713 -3.77971 -1.55311 0.0963 -0.1282 -0.1528
C -0.62949 -3.01534 -1.76896 0.3001 -0.4716 0.1812
C 1.42486 -3.61215 -0.40587 -0.3171 0.1587 -0.1621
Se 0.78783 -2.49632 1.01427 -0.2867 0.3793 0.0487
C 2.61026 -4.31376 -0.21363 0.2681 -0.1622 -0.0555
C 3.46407 -4.14963 1.02202 -0.0872 -0.1005 -0.0941
C 2.98774 -5.21814 -1.20627 0.1001 -0.0084 0.0213
H 1.97727 -6.48416 -4.22947 0.0132 0.0249 0.0393
H 2.64954 -7.46570 -2.92695 -0.0133 0.0138 -0.0009
H 3.66081 -6.27564 -3.73064 -0.0373 0.0092 0.0138
H 0.45933 -4.83967 -3.40702 0.0619 0.0133 0.0899
H -1.10679 -3.28200 -2.71248 0.1630 0.0489 0.0297
H -0.42792 -1.92872 -1.84606 0.0135 0.2331 -0.1730
H -1.34506 -3.19064 -0.96293 -0.0334 0.0947 0.0501
H 3.41456 -3.13505 1.42271 0.0250 -0.0732 -0.0194
H 4.50431 -4.38265 0.79941 -0.0066 -0.0331 0.0020
H 3.13046 -4.82598 1.81472 -0.0051 0.0542 -0.0423
H 3.90918 -5.77929 -1.07058 -0.0818 0.0387 -0.0086
C -5.21587 -0.68623 -0.45573 -0.2548 0.0988 0.1250
C -4.70740 0.73382 -0.20356 0.3785 -0.1278 0.0700
C -4.62094 1.00026 1.29894 -0.2938 -0.0226 0.0098
C -5.59492 1.77667 -0.87584 -0.2483 -0.1139 0.1008
Sb -2.70175 0.82619 -1.09403 0.1562 0.2442 -0.4098
C -2.03886 2.92212 -1.06497 -0.1208 -0.0793 -0.0244
C -0.69265 2.98857 -1.79019 -0.1059 0.2913 0.0522
C -1.84737 3.30192 0.40665 -0.1106 0.2952 -0.0934
C -3.03349 3.87693 -1.72509 0.1341 0.1087 -0.1116
C -2.92071 0.15367 -3.16805 -0.2664 0.0402 0.1372
C -1.58716 0.40098 -3.85993 -0.1436 -0.1179 -0.2794
C -3.17037 -1.35499 -3.09190 -0.1905 -0.0264 -0.2454
C -4.05657 0.83936 -3.92551 0.0450 -0.0263 -0.1574
H -6.14938 -0.82082 0.10620 0.0871 0.0071 -0.0782
H -4.51504 -1.44911 -0.10976 0.0019 0.0065 0.0078
H -5.44494 -0.85973 -1.50784 -0.0344 0.0491 0.1210
H -5.64130 0.94103 1.70447 0.1371 0.0283 -0.0392
H -4.24110 1.99615 1.52724 -0.0329 -0.0434 -0.0065
H -4.01838 0.25810 1.81760 -0.0414 0.0167 -0.0292
H -6.63214 1.57518 -0.57521 0.1063 0.0518 -0.0341
H -5.56062 1.74571 -1.96453 -0.0203 0.0198 0.1154
H -5.35399 2.78648 -0.55051 -0.0309 -0.0495 0.0288
H 0.02662 2.23852 -1.44124 0.0700 -0.0846 0.0506
H -0.22836 3.96505 -1.59599 -0.0397 -0.1017 -0.0231
H -0.78569 2.88428 -2.86894 -0.0059 0.0494 0.0607
H -1.09407 2.69674 0.90522 0.1009 -0.0931 0.0421
H -2.77494 3.23145 0.97756 0.0593 0.0543 -0.0581
H -1.50888 4.34716 0.45895 -0.0417 -0.1468 -0.0043
H -3.33935 3.55139 -2.72393 0.0758 0.0670 0.1188
H -2.55948 4.86242 -1.83256 -0.0668 -0.1120 0.0222
H -3.92872 4.01323 -1.12064 0.0752 0.0212 -0.0491
H -0.75108 -0.01502 -3.29002 0.1084 -0.0396 0.0642
H -1.39355 1.45700 -4.03801 -0.0354 -0.0336 -0.0137
H -1.58786 -0.10545 -4.83560 0.0078 0.0742 0.1065
H -2.46541 -1.85945 -2.43712 -0.1659 0.1078 -0.0375
H -3.05705 -1.78930 -4.09575 -0.0366 0.0633 0.1199
H -4.17518 -1.59660 -2.74261 0.1614 0.0274 -0.1207
H -3.95048 1.92773 -3.94447 -0.0152 -0.1297 -0.0308
H -5.03417 0.59444 -3.50403 0.1226 -0.0172 -0.0882
H -4.05777 0.49058 -4.96816 0.0061 0.0397 0.1477
C 2.50301 -1.22671 -3.38752 -0.1780 -0.0518 -0.1235
As 2.23657 -0.12549 -1.83066 0.2112 -0.2068 0.5922
C 3.67221 -0.82640 -0.71670 0.0035 -0.0556 -0.0542
C 3.12619 1.55283 -2.26332 -0.4084 0.2113 -0.2874
C 2.75988 2.20303 -3.57774 0.0361 0.0398 -0.0577
C 3.66799 3.08172 -4.16949 -0.0231 0.0005 -0.0104
C 3.34751 3.73666 -5.35157 0.0260 0.0024 0.0161
C 2.11720 3.52005 -5.96212 -0.0013 0.0119 -0.0032
C 1.21183 2.63824 -5.38872 0.0260 0.0079 -0.0037
C 1.53781 1.98454 -4.20643 0.2670 0.1149 -0.0255
H 3.43608 -0.90340 -3.83874 0.1032 -0.0154 -0.1088
H 1.69789 -1.12390 -4.10759 -0.0489 0.0038 -0.0757
H 2.58087 -2.26094 -3.05846 -0.0152 -0.0592 0.0007
H 4.51206 -1.04665 -1.37456 0.0303 0.0099 -0.0243
H 3.36416 -1.73057 -0.20464 -0.0320 -0.0107 -0.0224
H 3.96403 -0.07492 0.00990 -0.0043 0.0661 0.0781
H 4.18042 1.30020 -2.23324 0.2316 -0.0131 -0.0414
H 2.93998 2.22963 -1.43050 -0.0207 0.0987 0.1282
H 4.63337 3.25552 -3.70103 -0.1076 -0.0076 -0.0509
H 4.06300 4.41874 -5.79993 -0.0841 -0.0881 0.0563
H 1.87063 4.03087 -6.88631 0.0259 -0.0495 0.0872
H 0.25420 2.45609 -5.86665 0.0879 -0.0023 0.0347
H 0.83553 1.29099 -3.77227 -0.1089 -0.0785 0.0428
```
Positions in Å, forces in eV/Å.

HOMO (eV): -12.018
Orbital gap (eV): 5.947
Molecular weight (g mol⁻¹): 1460.20
Net charge: +2
ΔE to the lowest compared entry with this formula, charge and spin (kcal per mole): 12.11

Results of the Löwdin charge analysis, in e, for atoms 1 through 5: atom 1 (Hf): 0.9335, atom 2 (Se): 0.3987, atom 3 (P): 0.5403, atom 4 (C): -0.3436, atom 5 (C): -0.1176

***

DFT (wB97M-V/def2-TZVPD) results for a structure of composition C4H6O2.

```
12
Properties=species:S:1:pos:R:3:forces:R:3
C 0.80588 -0.87529 0.57284 0.0597 -0.0228 -0.1278
C -0.15251 -0.30512 -0.26569 0.1415 -0.0421 -0.0463
C -0.49438 0.04551 -1.61619 0.1270 0.1705 -0.1835
O -1.33723 -0.80108 -0.79056 -0.1477 -0.1513 0.0979
C -0.11620 0.86332 0.96268 -0.0561 -0.0280 0.2272
O 0.37880 1.96518 0.66454 0.0293 -0.0288 -0.0434
H 0.45535 0.22518 1.82277 -0.0570 0.0363 0.0165
H 0.56959 -1.73280 1.20007 0.0095 0.1562 -0.0959
H 1.84301 -0.56760 0.48354 -0.1643 -0.0432 0.0249
H -0.87706 1.04757 -1.80051 0.0300 -0.1559 0.0464
H -0.02554 -0.46286 -2.45644 -0.0489 0.0607 0.1670
H -1.13319 0.63633 1.32803 0.0770 0.0484 -0.0832
```
Positions in Å, forces in eV/Å.

HOMO (eV): -8.464
Orbital gap (eV): 8.447
Molecular weight (g mol⁻¹): 86.09
ΔE to the lowest compared entry with this formula, charge and spin (kcal per mole): 133.80

Results of the natural (NBO) charge analysis, in e, for atoms 1 through 5: atom 1 (C): -0.2621, atom 2 (C): 0.1118, atom 3 (C): -0.0778, atom 4 (O): -0.4654, atom 5 (C): 0.0925